Formula: C9H25AsBaF6NO8P
Source: the Open Molecules 2025 dataset
Level of theory: ωB97M-V/def2-TZVPD

Output
largest force on an atom: 2.96 eV/A
charge: -2
ΔE to the lowest compared entry with this formula, charge and spin: 0.0 kJ/mol

The geometry in XYZ format:
```
52
C9H25AsBaF6NO8P, DFT ωB97M-V/def2-TZVPD
Ba 1.990 -0.977 0.131
O 3.132 1.210 1.310
H 2.282 1.656 1.393
O 2.678 -1.975 2.427
H 1.960 -2.589 2.614
O 4.511 -1.458 -0.315
H 4.700 -1.559 -1.259
As 0.616 -3.385 -2.540
F -0.946 -3.809 -3.157
F 1.280 -4.929 -2.977
F 2.134 -2.903 -1.834
F 0.065 -1.780 -2.110
F 0.134 -4.034 -1.004
F 1.128 -2.796 -4.088
C -0.728 -2.032 2.471
O -0.426 -1.793 1.324
N -1.025 -3.260 2.950
C -1.042 -3.535 4.370
C -1.128 -4.403 2.054
H -0.724 -1.242 3.240
H -0.792 -2.637 4.929
H -0.295 -4.302 4.590
H -2.024 -3.917 4.672
H -1.026 -4.050 1.031
H -0.320 -5.101 2.271
H -2.121 -4.853 2.144
C 2.668 3.758 -0.711
C 1.727 3.668 -1.889
O 0.329 3.643 -1.448
P -0.316 2.241 -1.169
O 0.585 1.293 -0.551
O -1.605 2.589 -0.329
C -1.426 2.725 1.111
C -1.297 4.174 1.486
O -0.889 1.808 -2.571
C -1.981 0.863 -2.632
C -3.259 1.555 -3.019
H 2.533 4.701 -0.172
H 2.605 2.870 -0.068
H 3.708 3.782 -1.054
H 1.802 4.515 -2.570
H 1.920 2.756 -2.456
H -2.281 2.223 1.557
H -0.516 2.188 1.385
H -1.163 4.252 2.569
H -0.423 4.607 1.002
H -2.173 4.769 1.222
H -1.699 0.052 -3.302
H -2.091 0.361 -1.664
H -4.057 0.804 -3.026
H -3.524 2.324 -2.299
H -3.188 1.931 -4.040
```

Formula: C9H25BBrN2O5P
Source: the Open Molecules 2025 dataset
Level of theory: ωB97M-V/def2-TZVPD

Output
largest force on an atom: 1.70 eV/A
charge: -2
energy: -3783.80724 hartree

The geometry in XYZ format:
```
44
C9H25BBrN2O5P, DFT ωB97M-V/def2-TZVPD
O -3.393 -3.453 1.983
C -3.294 -3.071 0.784
O -2.486 -2.129 0.505
B -4.275 -3.811 -0.314
P -3.640 -3.841 -2.138
O -2.188 -4.775 -2.046
Br -3.009 -1.714 -2.769
H -4.329 -4.985 0.001
H -5.406 -3.383 -0.341
H -1.542 -4.243 -2.532
C -0.736 4.121 -0.311
C -1.824 3.711 -1.300
C -2.729 2.577 -0.785
O -2.148 1.304 -0.842
C -1.298 0.968 0.244
N -1.199 3.363 -2.579
H 0.078 3.399 -0.271
H -0.301 5.080 -0.605
H -1.144 4.234 0.696
H -2.462 4.588 -1.458
H -3.606 2.527 -1.439
H -3.104 2.790 0.227
H -1.646 1.405 1.186
H -0.271 1.282 0.034
H -1.301 -0.121 0.342
H -1.931 3.178 -3.259
H -0.751 2.456 -2.455
C 2.382 -0.652 2.320
C 2.569 -1.256 0.932
C 4.030 -1.615 0.612
O 4.858 -0.506 0.280
C 5.375 0.198 1.389
N 1.998 -0.344 -0.058
H 2.714 0.386 2.370
H 1.326 -0.664 2.593
H 2.929 -1.224 3.075
H 1.996 -2.187 0.905
H 4.031 -2.251 -0.277
H 4.485 -2.204 1.420
H 5.590 -0.466 2.231
H 4.685 0.986 1.700
H 6.305 0.677 1.076
H 2.031 -0.784 -0.975
H 2.630 0.449 -0.148
```

Formula: C9H25ClFeIN2O2P2
Source: the Open Molecules 2025 dataset
Level of theory: ωB97M-V/def2-TZVPD

Output
largest force on an atom: 5.80 eV/A
charge: +2
ΔE to the lowest compared entry with this formula, charge and spin: 0.0 kJ/mol
multiplicity: 6
expectation value of S²: 8.771

The geometry in XYZ format:
```
43
C9H25ClFeIN2O2P2, DFT ωB97M-V/def2-TZVPD
C 0.006 0.773 -6.763
C 0.011 1.459 -5.430
H 0.008 1.530 -7.566
H -0.878 0.127 -6.849
H 0.884 0.119 -6.852
O 0.019 2.617 -5.151
I -0.002 -0.043 -3.422
Fe -0.001 -0.133 -0.932
P 2.179 -0.102 0.334
C 3.130 1.084 1.359
C 2.896 -1.667 0.950
H 3.991 -1.707 0.852
H 4.078 -0.080 -1.194
H 2.462 -2.511 0.406
H 2.618 -0.607 -2.048
H 2.836 1.045 2.417
H 2.642 -1.789 2.010
C 2.999 0.094 -1.292
H 4.222 0.918 1.310
H 2.849 1.117 -1.659
H 2.928 2.104 1.009
P -2.183 -0.067 0.332
C -3.119 1.134 1.353
C -3.002 0.134 -1.294
H -2.499 -2.472 0.415
H -4.016 -1.647 0.861
H -2.663 -1.738 2.016
C -2.920 -1.621 0.956
H -2.629 -0.574 -2.048
H -4.083 -0.026 -1.195
H -4.213 0.986 1.300
H -2.898 2.151 1.004
H -2.839 1.154 -1.663
H -2.830 1.091 2.413
Cl -0.019 -2.351 -0.905
N 1.149 -0.028 4.571
C 0.003 -0.045 3.856
N -1.128 0.037 4.602
O -0.025 -0.091 2.609
H 1.116 -0.120 5.572
H 2.002 -0.166 4.059
H -1.989 -0.043 4.093
H -1.093 -0.049 5.601
```

Formula: C9H25N3O4
Source: the Open Molecules 2025 dataset
Level of theory: ωB97M-V/def2-TZVPD

Output
largest force on an atom: 2.69 eV/A
charge: +2
ΔE to the lowest compared entry with this formula, charge and spin: 46.9 kJ/mol

The geometry in XYZ format:
```
41
C9H25N3O4, DFT ωB97M-V/def2-TZVPD
O -0.043 0.382 -0.357
H -0.934 0.420 -0.713
C -1.379 3.048 -2.410
C -1.017 3.754 -1.124
O -1.516 4.709 -0.671
N 0.248 3.229 -0.456
H 0.292 2.160 -0.507
H 1.187 3.355 -0.856
C 0.294 3.535 1.013
H -0.764 3.402 -3.237
H -2.404 3.339 -2.631
H -1.334 1.971 -2.273
H 1.166 3.057 1.445
H -0.501 2.950 1.476
H 0.264 4.606 1.159
C 2.527 0.606 3.085
C 1.235 -0.136 3.229
O 0.673 -0.167 4.268
N 0.610 -0.800 2.049
H 0.612 -0.168 1.195
H 1.116 -1.666 1.861
C -0.848 -1.121 2.334
H 3.353 -0.060 3.339
H 2.453 1.433 3.785
H 2.678 0.945 2.061
H -1.332 -0.188 2.608
H -0.882 -1.763 3.208
H -1.295 -1.525 1.433
C -1.518 -3.981 -2.769
C -1.328 -2.990 -1.653
O -1.934 -2.951 -0.635
N -0.119 -2.106 -1.709
H -0.029 -1.683 -2.638
H -0.338 -1.267 -1.099
C 1.107 -2.809 -1.233
H -0.583 -4.107 -3.320
H -2.244 -3.623 -3.499
H -1.761 -4.929 -2.298
H 0.952 -3.336 -0.299
H 1.890 -2.058 -1.131
H 1.447 -3.467 -2.030
```

Formula: C9H25N6
Source: the Open Molecules 2025 dataset
Level of theory: ωB97M-V/def2-TZVPD

Output
largest force on an atom: 5.18 eV/A
charge: +1
ΔE to the lowest compared entry with this formula, charge and spin: 100.8 kJ/mol

The geometry in XYZ format:
```
40
C9H25N6, DFT ωB97M-V/def2-TZVPD
C -1.699 -0.824 -1.065
C -3.165 -1.754 0.754
C 5.065 0.641 -0.635
C 2.960 1.215 0.555
C 1.679 -2.385 -1.963
C 0.797 -0.406 -0.878
C -2.189 2.301 0.931
C -2.102 1.387 3.096
C 3.192 -0.591 -1.336
N -0.529 -0.417 -1.587
N -2.692 -0.640 -1.891
N -1.870 -1.509 0.043
N 3.623 0.370 -0.510
N 1.942 -1.043 -1.434
N -2.607 1.231 1.770
H -3.055 -1.051 1.663
H -4.027 -1.539 0.246
H -3.210 -2.818 1.139
H 5.425 0.443 0.419
H 5.515 0.007 -1.464
H 5.382 1.636 -0.945
H 3.795 1.819 1.059
H 2.276 1.971 0.063
H 2.413 0.612 1.264
H 2.315 -2.522 -2.866
H 1.824 -3.290 -1.480
H 0.720 -2.503 -2.402
H 1.128 0.567 -0.708
H 0.603 -0.771 0.123
H -0.587 0.037 -2.498
H -2.420 3.250 1.394
H -1.106 2.089 0.830
H -2.722 2.044 0.002
H -1.016 1.124 2.941
H -2.198 2.243 3.738
H -2.483 0.507 3.660
H -2.613 -0.013 -2.614
H -3.655 -0.718 -1.523
H -1.054 -1.971 0.349
H -3.655 1.269 1.760
```

Formula: C9H26Cl2N2Si2
Source: the Open Molecules 2025 dataset
Level of theory: ωB97M-V/def2-TZVPD

Output
largest force on an atom: 0.46 eV/A
ΔE to the lowest compared entry with this formula, charge and spin: 0.0 kJ/mol

The geometry in XYZ format:
```
41
C9H26Cl2N2Si2, DFT ωB97M-V/def2-TZVPD
C 3.544 -0.777 -3.883
C 2.477 -1.773 -4.327
Cl 3.197 -3.399 -4.336
C 1.296 -1.785 -3.357
N 0.548 -0.487 -3.458
Cl 0.105 -3.040 -3.666
H 4.035 -1.143 -2.983
H 3.133 0.209 -3.645
H 4.287 -0.647 -4.666
H 2.126 -1.574 -5.341
H 1.652 -1.890 -2.332
H 1.155 0.336 -3.439
H -0.020 -0.474 -4.308
H -0.097 -0.395 -2.656
C 0.329 1.488 -0.874
Si -0.171 0.559 0.714
C 1.471 0.055 1.522
C -0.904 -1.053 -0.028
N -1.183 1.473 1.612
Si -1.963 1.166 3.052
C -0.801 0.829 4.516
C -3.165 -0.306 2.991
C -3.006 2.657 3.560
H 0.987 0.791 -1.421
H -0.567 1.708 -1.466
H 0.870 2.418 -0.703
H 2.187 -0.378 0.811
H 1.307 -0.691 2.304
H 1.940 0.930 1.976
H -1.871 -0.841 -0.494
H -1.058 -1.817 0.736
H -0.247 -1.512 -0.793
H -0.295 -0.136 4.421
H -1.348 0.815 5.464
H -0.039 1.610 4.579
H -3.833 -0.210 2.131
H -3.783 -0.355 3.893
H -2.636 -1.260 2.910
H -3.752 2.879 2.793
H -2.373 3.539 3.684
H -3.534 2.485 4.504
```